The following is a DFT calculation (ωB97M-V with the def2-TZVPD basis set) of 10 unconnected molecules or ions with the total composition C32H70Cl4O20P2.

```
128
Properties=species:S:1:pos:R:3:mulliken_charge:R:1
C -19.92366 -7.49109 4.23064 0.58
Cl -21.35456 -8.27933 3.62322 -0.20
Cl -18.51666 -8.58377 4.40453 -0.04
H -19.61728 -6.65897 3.59677 -0.23
H -20.12581 -6.97689 5.17024 -0.42
C -18.73021 -4.05993 2.35974 0.21
Cl -17.49661 -3.76759 3.59516 -0.15
Cl -18.05569 -5.26126 1.28356 -0.14
H -19.64988 -4.37518 2.85262 -0.33
H -18.90124 -3.16105 1.76741 0.41
C -15.56260 -12.11482 6.35819 -0.93
O -16.65939 -13.03183 6.21378 0.00
P -16.87114 -13.87796 4.90586 0.95
O -15.62864 -14.38168 4.29333 -0.74
O -17.86043 -15.08270 5.41849 -0.42
C -17.42787 -15.85458 6.56938 -0.63
O -17.90590 -12.88197 4.10584 -0.27
C -19.03030 -12.31055 4.72412 -0.37
H -15.68749 -11.08535 6.02250 0.20
H -14.64957 -12.54755 5.94926 0.50
H -15.39673 -12.07349 7.43470 0.36
H -16.40254 -15.56194 6.79562 0.30
H -17.44616 -16.93850 6.45593 0.25
H -18.19558 -15.85781 7.34312 0.26
H -18.82620 -11.24461 4.62306 0.01
H -18.93562 -12.37133 5.80830 0.23
H -20.02094 -12.64525 4.41638 0.34
C -21.08019 -4.35682 9.05366 -0.70
O -20.99481 -4.71082 7.69056 0.06
P -20.06398 -3.88878 6.61172 0.28
O -19.97487 -4.44109 5.26387 0.29
O -20.66127 -2.39741 6.78925 -0.44
C -20.42371 -1.39241 5.67449 -0.61
O -18.60278 -3.63337 7.32010 -0.48
C -17.65792 -4.68262 7.25836 -0.34
H -20.33861 -3.62409 9.37188 0.40
H -21.10609 -5.17434 9.77414 0.02
H -22.07170 -3.90784 8.99533 0.32
H -21.13031 -0.57165 5.79767 0.25
H -20.60558 -1.72619 4.65291 0.18
H -19.40684 -1.05709 5.87852 0.31
H -16.71196 -4.17154 7.43745 0.41
H -17.53401 -5.02218 6.23004 0.04
H -17.84214 -5.46331 7.99638 0.06
O -16.00413 -9.66070 0.41943 -0.65
C -15.78254 -9.35009 1.62588 0.24
O -15.41822 -8.17394 2.18512 -0.04
C -15.07880 -6.96502 1.43539 -0.04
C -13.80738 -7.10436 0.83546 -1.36
C -15.93930 -10.38793 2.73098 -0.31
H -15.19390 -6.18117 2.18402 0.30
H -15.83891 -6.72803 0.69098 0.14
H -13.06841 -7.59653 1.46776 0.31
H -13.52298 -6.07167 0.63357 0.40
H -14.04933 -7.45506 -0.16781 0.37
H -15.07956 -10.51985 3.38791 0.33
H -16.10328 -11.38512 2.32254 0.52
H -16.82308 -10.22057 3.34663 -0.17
O -14.43272 -9.16637 7.20307 -0.60
C -14.21208 -8.48353 6.26223 0.36
O -13.13800 -7.82570 5.96487 -0.31
C -12.03696 -7.92920 6.91491 -0.26
C -10.83324 -7.14458 6.46960 -1.19
C -15.38109 -8.07441 5.44184 1.50
H -11.89572 -9.00954 6.94685 0.33
H -12.24197 -7.65239 7.94905 0.32
H -11.08839 -6.11805 6.20646 0.30
H -10.31919 -7.63088 5.64052 0.31
H -10.11786 -7.23202 7.28734 0.37
H -16.19123 -8.79677 5.54170 -1.01
H -14.92210 -8.07677 4.45319 -0.14
H -15.68675 -7.06684 5.72377 0.09
O -21.80979 -7.14986 10.91934 -0.54
C -22.79822 -7.94960 10.93308 0.73
O -23.44972 -8.41000 9.75582 -0.38
C -22.97421 -8.12492 8.47326 -0.21
C -21.53955 -8.56373 8.29345 -0.52
C -23.54030 -8.25692 12.21749 -1.18
H -22.94070 -7.03751 8.40598 0.16
H -23.66903 -8.44003 7.69478 0.34
H -21.38900 -9.63396 8.43505 0.37
H -20.75272 -8.03375 8.83023 0.06
H -21.27618 -8.24434 7.28513 0.14
H -23.29579 -7.53099 12.99295 0.31
H -23.12360 -9.23751 12.44750 0.30
H -24.62213 -8.37511 12.15594 0.34
O -18.04480 -7.77490 7.73684 0.01
C -18.12315 -8.79076 8.35950 0.43
O -18.06133 -8.90057 9.67310 -0.41
C -18.32233 -7.78126 10.58349 0.18
C -17.04281 -6.96825 11.00602 -1.06
C -18.19062 -10.17958 7.68482 -0.55
H -19.04655 -8.02356 11.36125 0.45
H -18.81137 -6.96711 10.04860 -0.29
H -16.75111 -6.41818 10.11136 0.17
H -16.19707 -7.62653 11.20472 0.32
H -17.24408 -6.21441 11.76713 0.37
H -18.02324 -9.99428 6.62381 -0.24
H -19.15587 -10.67102 7.80679 0.37
H -17.37230 -10.82542 8.00316 0.37
O -23.83862 -2.41365 4.63740 -0.56
C -24.70818 -2.99769 3.97278 0.65
O -24.82265 -4.32000 3.72088 -0.29
C -23.95701 -5.28133 4.32157 0.51
C -24.55685 -6.56153 3.84441 -1.31
C -25.89428 -2.21257 3.34548 -0.94
H -23.84117 -5.35429 5.40293 0.22
H -22.97395 -5.14273 3.87156 -0.05
H -25.47698 -6.78948 4.38246 0.39
H -23.95386 -7.42760 4.11723 0.27
H -24.73661 -6.52706 2.76988 0.27
H -26.68547 -2.96220 3.33262 0.31
H -25.61763 -1.76535 2.39072 0.26
H -26.02846 -1.46805 4.13020 0.30
O -22.21391 -10.35556 -2.78207 -0.55
C -23.29566 -9.75098 -2.81868 0.68
O -23.87147 -9.03577 -1.77862 -0.28
C -23.26186 -9.09926 -0.52266 -0.36
C -23.83916 -8.18633 0.51708 -0.72
C -24.15774 -9.72789 -4.11323 -1.00
H -22.20166 -8.86323 -0.61415 0.32
H -23.26225 -10.11301 -0.12216 0.30
H -24.83009 -8.42900 0.90085 0.37
H -23.79426 -7.16829 0.13018 0.34
H -23.18555 -8.23679 1.38792 0.05
H -23.56456 -10.11173 -4.94324 0.31
H -24.54396 -8.73427 -4.34050 0.31
H -25.02473 -10.37521 -3.98129 0.27
```

Computed properties:
**Orbital gap**: 10.232 eV
**Highest occupied orbital energy**: -9.8 eV
**LUMO level**: 0.5 eV
**Energy**: -143938.67367 eV
**Charge**: 0
**Molar mass**: 978.65 g/mol


The following is a DFT calculation (ωB97M-V with the def2-TZVPD basis set) of 2 unconnected molecules or ions with the total composition C2H5N3.

```
10
Properties=species:S:1:pos:R:3:mulliken_charge:R:1
C 1.85818 -0.27560 -0.04045 -0.35
C -1.58214 0.31922 -0.02932 0.09
H 2.53206 -1.13985 -0.25175 0.22
H 2.43255 0.63233 0.03900 0.28
H 0.15202 1.59294 -0.43144 0.28
H -2.35798 1.20860 -0.31114 0.26
H -1.37251 -1.60751 0.30704 0.32
N 0.62041 -0.47681 0.21890 -0.28
N -0.22749 0.56438 0.45361 -0.31
N -2.05510 -0.81769 0.04554 -0.52
```

Computed properties:
**Energy relative to the best compared isomer or geometry (same formula, charge and spin)**: 349.13 kJ/mol
**Orbital gap**: 9.772 eV
**Highest occupied orbital energy**: -9.5 eV
**LUMO level**: 0.2 eV
**Energy**: -6621.31872 eV
**Charge**: 0
**Molar mass**: 71.08 g/mol


The following is a DFT calculation (ωB97M-V with the def2-TZVPD basis set) of 2 unconnected molecules or ions with the total composition C23H24N2O4S2.

```
55
Properties=species:S:1:pos:R:3:mulliken_charge:R:1
C 5.92780 -1.08845 -1.90180 -1.36
C 4.67823 -0.26163 -1.78438 0.92
C 4.14815 0.00578 -0.51629 -0.78
C 3.08034 0.88826 -0.36215 -0.25
C 2.43979 1.37963 -1.50498 0.08
S 1.03375 2.46129 -1.32703 1.27
N -0.13445 1.28447 -0.99567 -0.08
C -1.31188 1.67742 -0.63989 -0.81
C -2.48699 0.86851 -0.92586 0.72
C -3.78414 1.41616 -0.83963 -0.51
C -4.86949 0.68080 -1.31516 -0.61
C -4.68480 -0.62889 -1.78752 -0.44
C -3.40781 -1.20632 -1.79020 -0.58
C -2.31017 -0.43538 -1.41469 0.11
O 1.21633 3.27904 -0.15134 -0.67
O 0.75262 3.06198 -2.60507 -0.72
C 2.89530 1.05318 -2.78749 -0.54
C 4.03109 0.25532 -2.91386 -0.75
H 6.17707 -1.27065 -2.94891 0.36
H 6.78193 -0.58175 -1.43291 0.32
H 5.81377 -2.05600 -1.40041 0.32
H 4.59234 -0.45924 0.36675 0.49
H 2.74697 1.19964 0.62832 0.45
H -1.50422 2.67643 -0.20296 0.39
H -3.90303 2.42051 -0.42535 0.39
H -5.87086 1.11369 -1.31387 0.38
H -5.53070 -1.21109 -2.14764 0.38
H -3.25252 -2.24836 -2.07807 0.35
H -1.29160 -0.80858 -1.47965 0.35
H 2.36372 1.42918 -3.65985 0.46
H 4.41990 0.02906 -3.90713 0.32
C 0.31490 -2.55044 -1.15527 -0.98
S 0.08319 -2.44729 0.68441 0.38
C 1.84687 -2.76861 1.10148 -0.91
C -0.03125 -0.78596 1.06721 -0.24
C -0.90079 -0.20994 2.01767 1.14
C -0.49034 0.96749 2.74400 -0.27
C -1.30058 1.52536 3.71723 -0.52
C -2.62062 1.03415 3.88218 -0.26
N -3.60847 1.79146 4.57586 0.92
O -4.79554 1.38884 4.50257 -0.61
O -3.28229 2.82274 5.20152 -0.62
C -3.03777 -0.13358 3.20544 -0.67
C -2.21535 -0.72736 2.27286 -0.38
H -0.66583 -2.78592 -1.59336 0.21
H 0.70471 -1.60231 -1.55018 0.22
H 1.01014 -3.37678 -1.36213 0.55
H 1.84423 -3.09108 2.14510 0.38
H 2.22168 -3.56634 0.44665 0.46
H 2.42834 -1.84872 0.97755 0.05
H 0.81755 -0.20741 0.69908 -0.36
H 0.48829 1.40927 2.50588 0.32
H -0.97001 2.35084 4.34665 0.47
H -4.02323 -0.53142 3.43789 0.44
H -2.57430 -1.58101 1.69440 0.30
```

Computed properties:
**Energy relative to the best compared isomer or geometry (same formula, charge and spin)**: 636.58 kJ/mol
**Orbital gap**: 6.484 eV
**Highest occupied orbital energy**: -7.1 eV
**LUMO level**: -0.6 eV
**Energy**: -57075.34962 eV
**Charge**: 0
**Molar mass**: 456.59 g/mol


The following is a DFT calculation (ωB97M-V with the def2-TZVPD basis set) of C7H12ClOP in the gas phase.

```
22
Properties=species:S:1:pos:R:3:mulliken_charge:R:1
C -1.70184 -1.11553 0.67565 -0.90
C -1.91486 -0.07626 -0.08559 0.78
C -1.07133 0.60532 -1.10432 -0.59
C 0.29484 0.07358 -1.50169 -0.81
C -3.31171 0.53581 -0.05292 -1.34
C 2.84627 -0.52946 1.75012 -0.99
C 2.08033 0.29738 0.79459 0.13
O 2.28802 -1.80889 -1.03691 -0.62
P 1.24430 -0.94775 -0.34639 0.35
Cl 2.89188 1.52647 -0.23951 -0.20
H -1.19766 -1.74091 1.26525 0.55
H -1.72507 0.69916 -1.97122 0.44
H -1.13996 1.72197 -0.76519 0.29
H 0.27962 -0.50258 -2.40972 0.37
H 0.96586 0.87274 -1.82888 0.44
H -3.52640 0.98576 -1.08767 0.30
H -3.35994 1.43340 0.60228 0.30
H -4.05952 -0.30418 0.08935 0.36
H 1.92273 -1.18099 2.20566 0.26
H 3.64082 -1.23583 1.33394 0.26
H 3.42687 -0.04391 2.55367 0.33
H 1.12675 0.73470 1.15949 0.28
```

Computed properties:
**Energy relative to the best compared isomer or geometry (same formula, charge and spin)**: 369.91 kJ/mol
**Orbital gap (alpha / beta)**: 7.266 / 8.360 eV
**Highest occupied orbital energy (alpha / beta)**: -8.4 / -8.4 eV
**LUMO level (alpha / beta)**: -1.2 / -0.1 eV
**Energy**: -31307.84171 eV
**Charge**: 0
**Molar mass**: 178.60 g/mol


The following is a DFT calculation (ωB97M-V with the def2-TZVPD basis set) of C5H10O2 in the gas phase.

```
17
Properties=species:S:1:pos:R:3:mulliken_charge:R:1
O 2.19323 -0.71061 -1.36253 -0.53
C 1.72140 -0.81286 -0.04460 -0.69
C 0.48820 -0.08877 0.23396 0.55
C -0.76710 -0.73507 0.63714 -0.65
C -1.66190 -0.44101 -0.53111 -0.90
C -0.38671 2.04339 0.51920 -0.42
O 0.61885 1.22457 0.31724 -0.36
H 2.06720 0.23222 -1.50448 0.33
H 2.54523 -0.48639 0.60208 0.27
H 1.71501 -1.89369 0.05701 0.34
H -1.00898 0.40567 -1.10630 0.26
H -1.13809 -0.31919 1.58061 0.32
H -0.67027 -1.81214 0.76053 0.35
H -2.73414 -0.29326 -0.33582 0.27
H -1.56796 -1.15052 -1.35761 0.37
H -1.26887 1.74895 1.07342 0.23
H -0.14510 3.08871 0.46126 0.27
```

Computed properties:
**Energy relative to the best compared isomer or geometry (same formula, charge and spin)**: 531.72 kJ/mol
**Orbital gap (alpha / beta)**: 7.908 / 8.154 eV
**Highest occupied orbital energy (alpha / beta)**: -7.3 / -7.6 eV
**LUMO level (alpha / beta)**: 0.7 / 0.6 eV
**Energy**: -9437.53207 eV
**Charge**: 0
**Molar mass**: 102.13 g/mol


The following is a DFT calculation (ωB97M-V with the def2-TZVPD basis set) of a molecular structure, CHErO2.

```
5
Properties=species:S:1:pos:R:3:mulliken_spin:R:1
H -0.77017 -1.41503 -0.26359 0.02
O -0.11155 -0.76927 0.14389 -0.08
C -0.92113 0.38186 0.12268 -0.03
O -0.15822 1.35064 -0.07711 -0.02
Er 1.96107 0.45180 0.07414 4.12
```

Computed properties:
**Energy relative to the best compared isomer or geometry (same formula, charge and spin)**: 0.00 kJ/mol
**Orbital gap (alpha / beta)**: 6.992 / 6.512 eV
**Highest occupied orbital energy (alpha / beta)**: -12.5 / -13.0 eV
**LUMO level (alpha / beta)**: -5.5 / -6.5 eV
**Energy**: -32758.02208 eV
**Charge**: +1
**Molar mass**: 212.28 g/mol
**Multiplicity**: 5


- Which formula does entry 6 have?
  CHErO2


- What is the formula in the fourth record?
  C7H12ClOP